(1)
Molecular formula: C4H6ClFOS2
Method: DFT, wB97M-V/def2-TZVPD

Each line ends with the Löwdin charge.
CARTESIAN COORDINATES (ANGSTROEM)
C1 1.294 0.634 -0.112  -1.0919
C2 -0.551 -1.405 0.709  -0.1572
C3 -1.698 -0.443 0.638  -0.1389
C4 -2.006 0.244 -0.450  -0.7716
H1 3.335 0.338 -1.326  -0.1473
H2 2.971 2.306 -0.464  -0.1524
H3 -0.018 -1.457 -0.243  0.0617
H4 0.162 -1.104 1.486  0.1108
H5 -0.904 -2.411 0.960  0.0829
H6 -2.318 -0.292 1.516  0.1169
O1 0.249 0.248 0.329  -0.2777
F1 -1.323 0.147 -1.592  0.0221
S1 2.320 -0.489 -1.051  0.8272
S2 1.798 2.324 0.183  0.8217
Cl1 -3.312 1.360 -0.583  0.6939

Output
HOMO level: -8.66 eV
frontier orbital gap: 8.8 eV
LUMO energy: 0.007 hartree
multiplicity: 1
charge: 0


(2)
Molecular formula: C7H15N
Method: DFT, wB97M-V/def2-TZVPD

Each line ends with the Löwdin charge.
CARTESIAN COORDINATES (ANGSTROEM)
C1 0.681 -1.736 1.945  -0.4184
C2 0.304 -1.583 0.455  -0.2260
C3 -0.645 -0.354 0.399  -0.2845
C4 -1.081 1.135 -1.586  -0.2568
C5 -0.235 0.635 -0.656  -0.3109
C6 1.194 1.193 -0.557  -0.2254
C7 -0.737 2.023 -2.705  -0.2189
N1 -0.376 -2.147 2.893  -0.0310
H1 1.093 -0.712 2.285  0.0738
H2 1.616 -2.363 2.066  0.0906
H3 0.011 -2.605 -0.050  0.1274
H4 1.304 -1.379 -0.089  0.1032
H5 -1.634 -0.713 0.174  0.0788
H6 -0.520 0.184 1.380  0.0864
H7 -2.249 1.071 -1.584  0.1035
H8 1.231 2.176 -0.196  -0.0044
H9 1.724 1.403 -1.539  0.0690
H10 1.851 0.682 0.089  0.0097
H11 -1.577 2.741 -2.894  0.0554
H12 0.204 2.616 -2.521  0.0586
H13 -0.633 1.414 -3.670  0.0807
H14 -1.300 -1.873 2.566  0.0378
H15 -0.227 -1.808 3.797  0.0015

Output
energy relative to the best compared isomer or geometry (same formula, charge and spin): 30.5 kcal per mole
HOMO level (alpha / beta): 1.33 / -5.22 eV
frontier orbital gap (alpha / beta): 2.6 / 9.3 eV
LUMO energy (alpha / beta): 0.145 / 0.149 hartree
multiplicity: 2
charge: -1


(3)
Molecular formula: C32H37AsBrCl2CuN3O2Si2
Method: DFT, wB97M-V/def2-TZVPD

Each line ends with the Löwdin charge.
CARTESIAN COORDINATES (ANGSTROEM)
Cu1 -1.483 0.163 0.424  0.2454
Br1 -3.681 1.444 7.333  0.7458
C1 -3.537 1.135 5.475  -0.6926
C2 -2.759 0.083 5.016  -0.1076
C3 -2.646 -0.136 3.654  -0.0184
C4 -3.332 0.688 2.771  -0.2429
C5 -4.090 1.753 3.233  -0.0189
C6 -4.198 1.978 4.595  -0.1178
N1 -3.194 0.438 1.371  0.0449
C7 -4.197 0.642 0.598  -0.0350
C8 -4.038 0.563 -0.878  -0.2544
C9 -5.131 0.699 -1.717  -0.0068
C10 -4.917 0.598 -3.088  -0.0413
C11 -3.631 0.367 -3.549  -0.0306
C12 -2.592 0.251 -2.628  -0.0910
N2 -2.790 0.351 -1.325  0.0903
H1 -2.242 -0.559 5.713  0.1057
H2 -2.046 -0.952 3.266  0.0263
H3 -4.562 2.438 2.542  0.1156
H4 -4.776 2.809 4.967  0.1021
H5 -5.194 0.843 0.988  0.1383
H6 -6.119 0.867 -1.313  0.1182
H7 -5.743 0.693 -3.779  0.1127
H8 -3.422 0.277 -4.604  0.1096
H9 -1.570 0.072 -2.940  0.1233
Cl1 6.118 0.773 1.655  0.7075
C13 5.713 2.423 1.276  -0.5794
C14 6.124 3.410 2.144  -0.1175
C15 5.842 4.737 1.861  -0.0906
C16 5.193 5.044 0.680  -0.1188
C17 4.809 4.044 -0.200  -0.5602
Cl2 4.152 4.562 -1.727  0.7561
C18 5.005 2.688 0.088  -0.2995
N3 4.589 1.633 -0.689  0.0661
C19 3.627 1.628 -1.732  -0.2589
C20 4.044 1.211 -2.993  -0.0324
C21 3.157 1.175 -4.051  -0.0831
C22 1.846 1.591 -3.860  -0.0798
C23 1.431 1.992 -2.605  -0.0384
C24 2.292 1.987 -1.513  -0.1936
C25 1.745 2.340 -0.155  -0.0340
C26 0.435 1.624 0.087  -0.6593
O1 -0.566 2.221 0.515  0.0042
O2 0.398 0.387 -0.183  -0.1319
H10 6.657 3.127 3.040  0.1035
H11 6.144 5.519 2.539  0.1032
H12 4.997 6.069 0.404  0.1007
H13 5.113 0.777 -0.568  0.0959
H14 5.082 0.941 -3.135  0.1156
H15 3.495 0.852 -5.025  0.1009
H16 1.149 1.591 -4.685  0.0979
H17 0.401 2.286 -2.449  0.1204
H18 1.585 3.415 -0.052  0.1301
H19 2.435 2.027 0.628  0.1242
C27 -1.653 -3.739 -2.124  -0.2154
Si1 -2.250 -3.550 -0.353  0.1950
C28 -2.313 -5.265 0.411  -0.2357
C29 -4.021 -2.910 -0.412  -0.2237
As1 -0.985 -2.184 1.058  0.8380
Si2 1.221 -2.544 0.348  0.2258
C30 2.326 -1.579 1.518  -0.2202
C31 1.727 -2.153 -1.418  -0.1977
C32 1.533 -4.384 0.614  -0.2393
H20 -2.234 -4.519 -2.619  0.0293
H21 -0.608 -4.029 -2.165  0.0025
H22 -1.764 -2.818 -2.695  0.0132
H23 -2.986 -5.920 -0.139  0.0249
H24 -2.655 -5.205 1.444  0.0236
H25 -1.326 -5.725 0.422  0.0119
H26 -4.683 -3.680 -0.810  0.0299
H27 -4.117 -2.034 -1.047  -0.0043
H28 -4.371 -2.651 0.587  0.0236
H29 2.533 -0.586 1.130  0.0049
H30 3.277 -2.093 1.656  0.0244
H31 1.859 -1.468 2.497  0.0221
H32 1.620 -1.097 -1.636  0.0036
H33 1.155 -2.717 -2.148  0.0046
H34 2.776 -2.432 -1.539  0.0324
H35 1.158 -4.717 1.581  0.0220
H36 2.601 -4.593 0.574  0.0236
H37 1.052 -4.987 -0.152  0.0111

Output
energy relative to the best compared isomer or geometry (same formula, charge and spin): 10.6 kcal per mole
HOMO level (alpha / beta): -6.99 / -7.20 eV
frontier orbital gap (alpha / beta): 5.9 / 6.0 eV
LUMO energy (alpha / beta): -0.042 / -0.044 hartree
multiplicity: 2
charge: 0


(4)
Molecular formula: C7H15N
Method: DFT, wB97M-V/def2-TZVPD

Each line ends with the Löwdin charge.
CARTESIAN COORDINATES (ANGSTROEM)
C1 -2.339 0.247 -0.480  0.0252
C2 -1.324 -0.612 -0.293  -0.2950
C3 -1.640 -2.058 -0.021  -0.0852
C4 0.196 -0.124 -0.442  -0.2835
C5 1.178 -1.299 -0.631  -0.0762
C6 0.681 0.790 0.715  -0.4029
C7 2.010 1.521 0.198  -0.0639
N1 -0.231 1.822 1.176  0.0236
H1 -2.169 1.302 -0.674  0.0483
H2 -3.379 -0.068 -0.442  0.0574
H3 -1.336 -2.684 -0.867  0.0716
H4 -1.135 -2.410 0.883  0.0826
H5 -2.715 -2.228 0.113  0.0755
H6 0.192 0.450 -1.378  0.1336
H7 2.028 -0.990 -1.248  0.0701
H8 0.730 -2.160 -1.130  0.0650
H9 1.577 -1.644 0.329  0.0850
H10 0.950 0.176 1.581  0.1328
H11 2.745 0.863 -0.271  0.0547
H12 2.521 1.997 1.041  0.0659
H13 1.754 2.299 -0.529  0.0723
H14 0.172 2.347 1.948  0.0742
H15 -0.466 2.464 0.423  0.0689

Output
energy relative to the best compared isomer or geometry (same formula, charge and spin): 21.9 kcal per mole
HOMO level: -8.79 eV
frontier orbital gap: 9.9 eV
LUMO energy: 0.041 hartree
multiplicity: 1
charge: 0


- What is the formula in the second record?
  C7H15N


What did the first record say?
Molecular formula: C4H6ClFOS2
Method: DFT, wB97M-V/def2-TZVPD

Each line ends with the Löwdin charge.
CARTESIAN COORDINATES (ANGSTROEM)
C1 1.294 0.634 -0.112  -1.0919
C2 -0.551 -1.405 0.709  -0.1572
C3 -1.698 -0.443 0.638  -0.1389
C4 -2.006 0.244 -0.450  -0.7716
H1 3.335 0.338 -1.326  -0.1473
H2 2.971 2.306 -0.464  -0.1524
H3 -0.018 -1.457 -0.243  0.0617
H4 0.162 -1.104 1.486  0.1108
H5 -0.904 -2.411 0.960  0.0829
H6 -2.318 -0.292 1.516  0.1169
O1 0.249 0.248 0.329  -0.2777
F1 -1.323 0.147 -1.592  0.0221
S1 2.320 -0.489 -1.051  0.8272
S2 1.798 2.324 0.183  0.8217
Cl1 -3.312 1.360 -0.583  0.6939

Output
HOMO level: -8.66 eV
frontier orbital gap: 8.8 eV
LUMO energy: 0.007 hartree
multiplicity: 1
charge: 0


- Which value of multiplicity does entry 1 give?
  1